Record 1
The following is a quantum chemistry calculation of a structure of composition C23H24AgBrClINO2, from the Open Molecules 2025 dataset.

Each line ends with the natural charge from an NBO analysis.
Geometry (Å):
Ag  0.320  -0.034  0.000  0.83
Cl  3.791  6.331  0.000  -0.05
C  3.389  4.628  0.000  -0.13
C  4.402  3.701  0.000  -0.21
C  4.108  2.345  0.000  -0.30
I  5.668  0.940  0.000  0.10
C  2.799  1.816  0.000  0.44
O  2.550  0.579  0.000  -0.77
C  1.744  2.829  0.000  0.04
N  0.470  2.382  0.000  -0.45
C  -0.524  3.237  0.000  0.04
C  -0.331  4.627  0.000  -0.27
C  0.946  5.115  0.000  -0.16
C  2.040  4.222  0.000  -0.03
H  5.432  4.031  0.000  0.23
H  -1.522  2.811  0.000  0.19
H  -1.184  5.291  0.000  0.21
H  1.140  6.179  0.000  0.22
C  -5.096  -6.401  0.000  -0.60
C  -5.214  -4.876  0.000  -0.08
C  -5.998  -4.468  -1.257  -0.60
C  -5.998  -4.468  1.258  -0.60
C  -3.847  -4.193  0.000  -0.02
C  -3.777  -2.805  0.000  -0.25
C  -2.551  -2.186  0.000  -0.15
Br  -2.538  -0.259  0.000  -0.03
C  -1.288  -2.844  0.000  0.33
O  -0.186  -2.195  0.000  -0.84
C  -1.385  -4.281  0.000  -0.03
C  -2.639  -4.880  0.000  -0.25
C  -0.182  -5.251  0.000  -0.08
C  -0.273  -6.144  1.249  -0.59
C  -0.273  -6.145  -1.249  -0.59
C  1.225  -4.639  0.000  -0.59
H  -6.098  -6.837  0.001  0.20
H  -4.571  -6.761  0.887  0.21
H  -4.571  -6.762  -0.886  0.21
H  -6.965  -4.980  -1.294  0.19
H  -5.430  -4.732  -2.151  0.21
H  -6.181  -3.393  -1.284  0.21
H  -6.965  -4.980  1.295  0.19
H  -6.181  -3.393  1.285  0.21
H  -5.430  -4.732  2.152  0.21
H  -4.669  -2.193  0.000  0.21
H  -2.677  -5.964  0.000  0.20
H  -1.215  -6.696  1.292  0.20
H  -0.191  -5.535  2.151  0.21
H  0.546  -6.870  1.248  0.19
H  -1.215  -6.696  -1.291  0.20
H  0.545  -6.870  -1.248  0.19
H  -0.191  -5.535  -2.151  0.21
H  1.398  -4.023  0.877  0.22
H  1.398  -4.023  -0.878  0.22
H  1.958  -5.455  0.000  0.18

Calculated values
- energy (eV) = -124493.6545
- 2S+1 = 1
- LUMO energy (eV) = 2.50
- Kohn-Sham gap (eV) = 6.9
- total charge = -1


Record 2
The following is a quantum chemistry calculation of a cluster of 3 separate species, C3H9N2O in total in a non-equilibrium geometry, from the Open Molecules 2025 dataset.

Each line ends with the natural charge from an NBO analysis.
Geometry (Å):
C  -1.140  1.468  0.283  -0.62
C  -1.220  -1.064  0.320  -0.63
C  -0.379  0.180  -0.164  -0.43
N  1.771  -0.714  -1.192  -0.21
N  2.762  -0.767  -0.615  0.41
O  3.891  -1.101  -0.389  -0.45
H  -2.131  1.162  0.088  0.17
H  -0.858  1.637  1.236  0.20
H  -1.059  2.219  -0.493  0.20
H  -0.774  -1.863  0.977  0.20
H  -1.525  -1.701  -0.537  0.19
H  -2.173  -0.735  0.773  0.18
H  -0.229  0.204  -1.303  0.20
H  0.586  0.340  0.264  0.28
H  2.478  0.734  0.751  -0.71

Calculated values
- energy (eV) = -8279.6448
- 2S+1 = 1
- LUMO energy (eV) = 4.07
- Kohn-Sham gap (eV) = 5.9
- total charge = -1